79
Properties=species:S:1:pos:R:3 method="wB97M-V/def2-TZVPD" total_energy_ev=-137136.025 homo_energy_ev=-1.54 charge=-3 de_lowest_kcal_mol=131.9
H 1.05 -0.37 -1.80
H 3.46 3.74 0.05
O 0.10 1.94 -1.40
H 1.23 5.41 0.01
H 4.24 1.25 -1.07
O -2.56 -1.96 -1.93
C 2.29 1.29 -2.23
O -4.68 -1.59 -1.11
H -0.02 1.91 -2.35
F -2.99 3.14 3.86
P -1.94 3.34 2.66
O 1.31 -7.55 -0.79
F -0.93 2.25 3.38
O -4.39 -3.00 -3.06
C 3.78 1.67 -1.96
S -2.45 -0.74 3.41
O 1.36 -5.51 0.27
H 1.35 5.50 -2.64
H 0.27 4.09 -2.79
C 0.73 -3.02 2.46
H -0.16 4.43 -0.40
B -3.82 -2.61 -1.79
F -2.92 4.45 1.95
O 0.77 -2.42 3.58
O 0.59 -1.06 0.89
P 2.24 0.91 3.01
H 1.63 4.02 -3.59
O -1.73 -0.28 2.18
C 2.08 -0.05 -1.65
C -3.94 -0.89 -0.40
H 1.04 1.47 -3.91
F -1.07 4.54 3.35
C -4.09 -4.97 -1.83
C 0.92 4.39 -0.24
H 4.42 1.27 -2.75
H 2.42 0.42 -4.21
C -2.50 -1.04 -0.98
O 0.35 -3.30 0.24
F 2.75 -0.46 2.30
B 0.40 -4.63 0.88
F -0.93 3.17 1.45
C -4.58 -4.34 -3.17
O -1.46 -0.88 4.54
H 1.20 4.02 0.75
N 1.43 2.19 -1.38
H 3.59 4.87 -1.05
C 2.11 1.35 -3.73
H 5.17 3.19 -1.48
F 3.58 1.63 2.78
F 1.76 2.35 3.59
F 0.87 0.14 3.34
C 0.60 -2.30 1.08
C -0.71 -6.46 0.07
O 0.61 -4.30 2.29
O -5.04 -4.89 -4.14
C 4.17 3.09 -1.89
F 2.62 0.41 4.48
O -1.59 -0.34 -0.69
C 0.79 -6.62 -0.15
C 3.23 3.84 -1.01
F -2.27 -3.28 2.75
O -3.83 -3.91 -1.01
H 2.77 -0.75 -2.11
C 1.75 3.66 -1.40
F -4.10 -2.45 2.13
F -2.72 2.17 1.99
O -4.00 -6.19 -1.55
O -4.25 -0.02 0.48
O -0.88 -5.30 0.70
H 2.21 -0.15 -0.57
F 1.68 1.46 1.60
O -1.54 -7.18 -0.40
Hg -0.37 1.09 0.80
H 4.30 3.41 -2.93
F -3.84 -2.99 4.20
C 1.30 4.41 -2.63
O -3.63 0.14 3.75
C -3.24 -2.44 3.09
H 2.64 2.20 -4.16